Record 1
DFT (ωB97M-V/def2-TZVPD) results for C10H15BBeF3LiN6O16P2 as an isolated structure at a distorted geometry.

ORCA input file:
```
! RIJCOSX wB97M-V def2-TZVPD def2/J DEFGRID3
* xyz -2 1
O 3.423 -1.236 1.542
C 2.397 -1.612 1.002
O 1.431 -0.810 0.709
C 0.278 -1.539 0.104
C -0.676 -0.453 -0.418
C -2.158 -0.840 -0.179
N -2.388 -1.404 1.017
N -3.626 -1.766 1.247
C -4.487 -1.466 0.274
P -6.253 -1.969 0.661
O -6.374 -3.435 0.555
O -6.527 -1.410 2.181
O -7.303 -1.200 -0.273
N -4.282 -0.871 -0.919
N -3.029 -0.560 -1.174
H 2.270 -2.680 0.725
H 0.665 -2.150 -0.730
H -0.136 -2.173 0.911
H -0.537 0.541 0.042
H -0.460 -0.303 -1.516
H -7.163 -1.992 2.630
H -7.628 -1.800 -0.964
O 4.372 3.707 0.155
C 3.834 2.726 0.621
N 4.500 1.532 0.699
C 2.421 2.734 1.144
H 4.097 0.696 1.072
H 5.443 1.505 0.351
H 1.742 3.015 0.334
H 2.348 3.463 1.954
H 2.120 1.754 1.526
Li 2.304 -1.034 3.444
F -0.484 1.299 -2.345
Be -5.181 0.536 1.572
B 3.492 2.284 -4.446
O 2.591 1.832 -3.362
C 2.243 2.893 -2.644
O 1.522 2.872 -1.685
C 2.906 4.115 -3.229
O 2.806 5.243 -2.821
O 3.633 3.753 -4.277
F 2.934 1.993 -5.704
F 4.757 1.657 -4.325
C 5.854 -3.054 4.062
N 5.378 -4.412 3.682
O 4.772 -5.048 4.525
O 5.628 -4.785 2.559
H 5.560 -2.858 5.088
H 6.936 -3.043 3.963
H 5.391 -2.342 3.381
O -6.810 1.208 -2.370
P -8.268 1.620 -2.546
O -8.397 2.781 -3.529
O -8.823 2.059 -1.193
O -9.058 0.426 -3.081
*
```

Its orbital gap is 2.0570 eV. For the LUMO energy, the calculation gives -0.21 eV. As for the electronic energy: -80324.025 eV.

Record 2
DFT (ωB97M-V/def2-TZVPD) results for an isolated ion of composition C10H15BN3O2 and charge +1 at a distorted geometry.

ORCA input file:
```
! RIJCOSX wB97M-V def2-TZVPD def2/J DEFGRID3
* xyz 1 1
C 1.118 -2.926 2.788
C 1.542 -2.174 1.961
C 1.775 -1.073 1.095
N 2.565 -0.106 1.512
N 2.726 0.911 0.694
C 2.215 1.077 -0.526
B 2.504 2.421 -1.378
N 2.281 3.728 -0.755
O 2.928 2.276 -2.650
C 1.398 0.065 -1.000
C 1.165 -1.020 -0.188
O 0.429 -2.052 -0.565
C -0.992 -1.808 -0.807
C -1.660 -0.909 0.206
C -3.172 -0.897 -0.072
C -3.866 0.304 0.599
H 0.752 -3.576 3.544
H 3.326 1.636 1.065
H 2.720 3.775 0.163
H 1.293 3.877 -0.556
H 2.326 2.659 -3.301
H 0.961 0.143 -1.981
H -1.127 -1.462 -1.830
H -1.446 -2.790 -0.746
H -1.323 0.123 0.125
H -1.461 -1.308 1.199
H -3.611 -1.840 0.241
H -3.282 -0.841 -1.154
H -4.707 -0.017 1.203
H -4.206 1.002 -0.156
H -3.170 0.803 1.267
*
```

Its orbital gap is 9.0041 eV. As for the SMILES: C#Cc1n[nH+]c(B(N)O)cc1OCCCC. For the LUMO energy, the calculation gives -4.59 eV. As for the electronic energy: -19847.205 eV.

Record 3
DFT (ωB97M-V/def2-TZVPD) results for an isolated ion of composition C10H15BrN3O and charge +1 at a distorted geometry.

ORCA input file:
```
! RIJCOSX wB97M-V def2-TZVPD def2/J DEFGRID3
* xyz 1 1
C 0.324 1.231 3.629
C 0.854 0.638 2.476
C -0.114 0.666 1.494
C -0.285 -1.619 -0.219
C 1.009 -0.527 -1.891
C 0.038 0.375 0.151
C 0.863 0.683 -0.967
C 1.887 1.822 -1.088
C -2.605 1.272 1.506
C -0.176 -2.791 -2.389
N -0.953 1.484 3.329
N -1.245 1.101 2.096
N -0.161 -1.489 -1.627
O -0.524 1.058 -0.969
Br 2.651 0.031 2.382
H 0.622 1.133 4.632
H 0.374 -2.226 0.547
H -1.347 -1.679 0.206
H 0.863 -0.169 -3.008
H 2.085 -1.019 -1.784
H 1.501 2.565 -1.821
H 2.845 1.424 -1.417
H 1.931 2.346 -0.106
H -3.128 0.232 1.542
H -3.253 1.850 2.172
H -2.675 1.719 0.556
H -0.545 -3.582 -1.654
H -0.730 -2.731 -3.352
H 0.887 -2.912 -2.581
H -0.994 -0.886 -1.843
*
```

Its orbital gap is 9.0493 eV. For the LUMO energy, the calculation gives -2.95 eV. As for the electronic energy: -87162.409 eV. Its energy relative to the best compared isomer or geometry (same formula, charge and spin) is 0.000 eV.

Record 4
DFT (ωB97M-V/def2-TZVPD) results for one molecule with the formula C10H15BrO2Si at a distorted geometry.

ORCA input file:
```
! RIJCOSX wB97M-V def2-TZVPD def2/J DEFGRID3
* xyz 0 1
C -1.814 1.825 0.734
C -0.546 1.428 0.223
C -3.099 1.283 0.636
C -1.578 -0.632 -0.552
C -0.052 1.211 -1.282
C -3.178 -0.062 0.116
C -0.153 -0.009 -0.435
C 2.558 0.642 0.678
C 2.204 -1.697 -1.355
C 1.018 -1.624 1.735
O -4.103 1.770 1.195
O -0.939 1.530 -2.344
Si 1.444 -0.730 0.111
Br -4.497 -1.253 0.200
H -1.844 2.534 1.474
H 0.355 1.847 0.735
H -1.344 -1.543 -0.005
H -1.795 -0.856 -1.673
H 0.871 1.855 -1.458
H 2.584 1.365 -0.168
H 2.211 1.071 1.602
H 3.533 0.245 0.981
H 2.217 -2.812 -1.283
H 1.551 -1.337 -2.156
H 3.224 -1.461 -1.632
H 0.123 -2.160 1.818
H 1.741 -2.449 2.082
H 0.975 -0.903 2.544
H -1.669 0.921 -2.521
*
```

Its orbital gap (spin up / spin down) is 6.7857 / 7.0394 eV. For the LUMO energy (spin up / spin down), the calculation gives -1.01 / -1.16 eV. As for the electronic energy: -92623.064 eV. Its energy relative to the best compared isomer or geometry (same formula, charge and spin) is 4.510 eV.

Record 5
DFT (ωB97M-V/def2-TZVPD) results for C10H15ClFSnTb as an isolated structure at a distorted geometry.

ORCA input file:
```
! RIJCOSX wB97M-V def2-TZVPD def2/J DEFGRID3
* xyz 0 7
Tb -1.345 -0.563 -2.351
Cl 0.466 0.857 -2.196
C -2.779 0.666 -1.786
C -0.870 -1.333 -4.110
H -3.668 0.303 -2.315
H -2.950 0.617 -0.711
H -2.566 1.689 -2.088
H -1.833 -1.633 -4.540
H -0.228 -2.208 -4.010
H -0.399 -0.592 -4.751
Sn 0.865 -0.413 -0.312
C 2.701 -1.248 -0.295
C -0.638 -1.734 -0.865
H 2.584 -2.345 -0.337
H 3.324 -0.905 -1.134
H 3.161 -0.957 0.664
H -0.375 -2.678 -1.256
H -1.358 -1.654 -0.074
F 0.409 2.391 5.200
C 0.474 1.785 3.969
C 0.355 2.557 2.818
C 0.431 1.935 1.563
C 0.623 0.558 1.472
C 0.739 -0.204 2.637
C 0.663 0.409 3.896
H 0.212 3.629 2.883
H 0.348 2.539 0.659
H 0.897 -1.281 2.575
H 0.760 -0.188 4.794
*
```

Its orbital gap (spin up / spin down) is 6.7609 / 6.6856 eV. For the LUMO energy (spin up / spin down), the calculation gives 0.21 / 0.19 eV. As for the electronic energy: -54109.226 eV. Its energy relative to the best compared isomer or geometry (same formula, charge and spin) is 2.934 eV.

Record 6
DFT (ωB97M-V/def2-TZVPD) results for C10H15CuO10 as an isolated structure at a distorted geometry.

ORCA input file:
```
! RIJCOSX wB97M-V def2-TZVPD def2/J DEFGRID3
* xyz -3 2
Cu 0.303 16.388 -1.685
C 7.576 17.941 0.438
C 6.628 16.802 0.397
O 5.623 16.916 -0.297
O 6.711 15.874 1.174
H 8.345 17.645 1.152
H 7.123 18.886 0.738
H 8.121 18.100 -0.492
C -0.184 9.332 -1.021
C 0.526 10.350 -0.142
O 0.115 11.545 -0.131
O 1.422 10.006 0.708
H -0.709 8.578 -0.434
H 0.512 8.897 -1.738
H -0.775 9.759 -1.830
C 0.610 22.149 2.234
C 0.272 20.899 1.443
O 0.177 19.794 2.014
O 0.230 20.934 0.195
H -0.043 22.963 1.921
H 1.618 22.552 2.133
H 0.383 21.963 3.284
C -6.976 16.975 -4.214
C -5.776 17.648 -3.588
O -4.945 16.826 -3.045
O -5.559 18.930 -3.655
H -7.776 17.679 -4.442
H -7.448 16.281 -3.519
H -6.674 16.455 -5.123
C -0.472 16.624 -8.805
C 0.097 16.774 -7.390
O 0.473 15.835 -6.694
O -0.077 17.860 -6.848
H -1.489 16.233 -8.769
H 0.152 15.959 -9.401
H -0.471 17.543 -9.392
*
```

Its orbital gap (spin up / spin down) is 2.7026 / 1.3022 eV. For the LUMO energy (spin up / spin down), the calculation gives 2.34 / 0.94 eV. As for the electronic energy: -75720.386 eV. Its energy relative to the best compared isomer or geometry (same formula, charge and spin) is 1.217 eV.

Record 7
DFT (ωB97M-V/def2-TZVPD) results for a 2-piece molecular cluster, C10H15F5INO5 overall at a distorted geometry.

ORCA input file:
```
! RIJCOSX wB97M-V def2-TZVPD def2/J DEFGRID3
* xyz 0 1
O 5.064 -2.348 -1.641
C 3.885 -2.705 -1.060
N 3.435 -4.174 -1.135
I 3.344 -4.793 -3.116
O 3.012 -1.788 -0.311
C 2.601 -0.624 -1.116
C 0.953 -0.564 -1.380
C 0.559 -1.924 -2.213
C -1.054 -2.208 -2.343
F -1.759 -1.194 -3.202
F -1.210 -3.530 -3.049
C -1.853 -2.331 -0.916
F -2.786 -1.156 -0.834
F -2.704 -3.577 -0.980
F -0.989 -2.494 0.276
H 2.489 -4.194 -0.677
H 2.917 0.375 -0.584
H 3.088 -0.726 -2.188
H 0.700 0.442 -1.961
H 0.467 -0.473 -0.319
H 0.950 -1.750 -3.327
H 1.176 -2.871 -1.829
C -0.202 4.498 3.474
C -0.779 3.182 3.968
O -1.994 2.851 3.277
C -1.845 2.417 2.003
O -0.789 2.284 1.405
O -3.083 2.188 1.488
C -3.068 1.828 0.106
H -0.947 5.296 3.550
H 0.681 4.775 4.056
H 0.089 4.437 2.421
H -1.037 3.279 5.027
H -0.056 2.362 3.884
H -2.417 0.967 -0.074
H -2.752 2.685 -0.497
H -4.086 1.558 -0.183
*
```

Its orbital gap is 8.7107 eV. As for the SMILES: O=C(NI)OCCCC(F)(F)C(F)(F)F.CCOC(=O)OC. For the LUMO energy, the calculation gives -1.23 eV. As for the electronic energy: -44023.448 eV.

- The lowest electronic energy belongs to which entry?
  C10H15BrO2Si